No. 1
This record from the OMol25 dataset describes the ion C8H15BFN2O2 with charge +1. The level of theory is ωB97M-V/def2-TZVPD.

XYZ file:
```
29
Properties=species:S:1:pos:R:3:forces:R:3
C 2.839 -3.765 -0.284 -2.930 0.323 3.327
O 1.853 -2.710 0.049 0.551 -1.029 -0.114
B 1.740 -1.641 -0.755 -1.345 0.540 0.646
O 2.539 -1.469 -1.822 0.525 -0.287 -0.138
C 0.511 -0.638 -0.332 -4.145 -3.953 2.576
C -0.695 -1.257 0.246 6.373 0.439 -2.829
N -1.823 -0.498 0.623 -0.418 0.937 1.835
C -2.095 0.876 -0.122 -0.899 -0.950 0.477
N -3.239 1.466 0.550 1.673 0.514 0.854
C -0.793 1.572 -0.290 1.561 -1.243 1.515
C 0.315 1.842 0.681 -0.164 -2.139 1.675
C 1.063 3.113 0.534 1.648 2.691 1.893
F 0.950 3.609 -0.734 -0.218 0.228 -0.736
C 0.517 0.767 -0.500 0.368 3.424 -0.494
H 3.619 -3.683 0.413 0.705 -0.338 1.493
H 3.281 -3.505 -1.121 1.741 0.742 -4.642
H 2.335 -4.724 -0.288 0.078 0.021 -0.004
H 2.447 -0.755 -2.443 -0.235 0.430 -0.141
H -0.704 -2.335 0.460 -0.203 0.659 -0.139
H -2.646 -1.052 0.486 -0.872 -0.314 -0.213
H -1.790 -0.405 1.671 -0.215 0.614 -0.995
H -2.351 0.464 -1.105 -0.344 0.454 0.057
H -4.038 1.772 -0.015 0.837 -0.082 0.388
H -2.952 2.101 1.351 -0.852 -0.882 -1.750
H -0.797 2.393 -0.878 -0.837 2.201 -2.445
H 0.186 1.575 1.799 0.480 -0.161 -2.029
H 2.156 3.213 0.802 -0.732 -1.525 -0.539
H 0.776 3.927 1.273 -0.893 -0.917 -0.856
H 1.224 1.159 -1.315 -1.237 -0.397 1.329
```
Positions in Å, forces in eV/Å.

* SMILES: COB(O)C1=C[NH2+][C@@H](N)[C@H]2[C@H](CF)[C@@H]12
* LUMO level: -3.17 eV
* strongest force on any atom: 6.99 eV Å⁻¹
* net charge: +1

---

No. 2
This record from the OMol25 dataset describes a structure of composition C3H3LuO2. The level of theory is ωB97M-V/def2-TZVPD.

XYZ file:
```
9
Properties=species:S:1:pos:R:3:forces:R:3
C -0.427 -0.828 1.329 1.275 -2.341 -1.155
C -0.617 0.511 0.769 -0.972 1.521 0.470
H -1.662 0.778 0.530 0.275 0.042 0.443
H -0.906 -1.600 0.708 -0.983 0.209 0.611
H -0.115 1.257 1.414 -0.412 -0.048 -0.585
O 1.566 -0.853 -1.382 -0.222 0.518 -1.043
C 0.684 -0.854 -0.493 0.500 1.461 1.493
O 0.096 0.453 -0.475 1.065 0.297 -2.019
Lu 1.380 1.136 -2.401 -0.525 -1.658 1.785
```
Positions in Å, forces in eV/Å.

* expectation value of S²: 0.75
* LUMO level (alpha / beta): -5.40 / -7.16 eV
* spin multiplicity: 2
* strongest force on any atom: 2.91 eV Å⁻¹
* energy relative to the best compared isomer or geometry (same formula, charge and spin): 76.9 kcal/mol
* net charge: +1

---

No. 3
This record from the OMol25 dataset describes a cluster of 2 separate species, CH4IN in total. The level of theory is ωB97M-V/def2-TZVPD.

XYZ file:
```
7
Properties=species:S:1:pos:R:3:forces:R:3
C 0.066 0.373 0.578 3.266 -0.727 1.321
N 0.202 -0.150 -0.695 -1.924 0.250 -7.061
I -0.120 -2.224 -0.849 -0.261 0.870 -0.112
H -0.697 0.968 0.855 -3.309 1.609 0.623
H 0.155 -0.492 1.237 -0.005 0.479 0.576
H 0.958 1.019 0.693 -0.100 -0.191 0.390
H -0.565 0.506 -1.820 2.333 -2.289 4.263
```
Positions in Å, forces in eV/Å.

* LUMO level: -0.51 eV
* strongest force on any atom: 7.32 eV Å⁻¹
* energy relative to the best compared isomer or geometry (same formula, charge and spin): 60.7 kcal/mol

---

No. 4
This record from the OMol25 dataset describes a structure of composition C48H33F3N3O6SSb2Se4Y. The level of theory is ωB97M-V/def2-TZVPD.

XYZ file:
```
101
Properties=species:S:1:pos:R:3:forces:R:3
Y 0.530 0.108 -0.659 2.816 -4.886 -6.427
O -4.933 0.239 -1.746 -0.350 0.348 -0.127
C -4.416 -0.864 -2.286 0.241 -0.441 -0.122
C -5.134 -1.470 -3.322 -0.141 0.268 0.106
C -4.673 -2.606 -3.950 0.063 -0.016 0.038
C -3.465 -3.172 -3.573 -0.036 -0.130 -0.074
C -2.747 -2.590 -2.552 0.030 -0.089 0.098
C -3.202 -1.455 -1.896 -0.017 0.013 -0.085
C -2.419 -0.972 -0.745 -0.002 0.258 0.904
O -1.150 -1.074 -0.702 -2.563 -2.038 -0.379
N -3.178 -0.490 0.218 -0.479 -0.914 -1.412
N -2.654 -0.037 1.330 0.202 0.631 1.514
C -3.198 0.877 2.089 0.178 -0.065 -0.121
C -2.301 1.148 3.138 0.691 -0.260 0.225
C -2.231 2.170 4.089 -0.042 -0.088 -0.136
C -1.124 2.178 4.912 -0.117 0.011 0.078
C -0.142 1.186 4.823 -0.157 -0.071 -0.098
C -0.179 0.191 3.859 0.138 -0.312 -0.240
C -1.242 0.229 2.973 -0.794 0.822 0.408
O -1.452 -0.526 1.860 -0.266 -0.213 0.180
H -4.414 0.566 -0.991 0.039 -0.119 0.051
H -6.075 -1.023 -3.599 -0.141 0.107 -0.073
H -5.257 -3.072 -4.731 -0.102 0.048 -0.100
H -3.099 -4.061 -4.062 0.027 -0.069 -0.021
H -1.825 -3.035 -2.211 -0.114 0.127 0.010
H -4.104 1.402 1.798 0.021 -0.073 -0.097
H -2.968 2.966 4.082 0.115 -0.136 0.088
H -0.994 3.008 5.589 0.046 0.013 0.120
H 0.711 1.220 5.487 0.031 0.017 0.030
H 0.613 -0.536 3.754 0.041 0.064 -0.031
S 3.839 2.030 -2.768 -0.335 -0.775 0.264
C 4.785 0.733 -2.165 -0.064 0.317 -0.032
C 4.038 -0.356 -1.852 0.212 -0.117 -0.067
C 2.641 -0.239 -2.127 -0.118 0.382 -0.038
C 2.382 1.032 -2.584 1.135 -0.107 -0.392
C 1.106 1.687 -2.772 -0.876 0.895 -0.904
C 1.006 3.085 -2.889 -0.022 -0.414 -0.087
C -0.228 3.667 -3.088 -0.011 0.001 -0.068
C -1.353 2.850 -3.197 0.084 -0.246 -0.103
C -1.184 1.492 -3.020 -0.219 -0.040 -0.357
N 0.000 0.906 -2.794 0.363 0.770 -1.329
H 5.845 0.862 -2.048 0.217 -0.032 -0.009
H 4.479 -1.249 -1.419 0.079 0.189 -0.098
H 1.887 3.698 -2.766 -0.026 0.027 -0.004
H -0.344 4.745 -3.074 0.022 -0.170 -0.134
H -2.338 3.280 -3.324 0.045 -0.039 0.059
H -2.032 0.805 -3.032 0.098 0.209 0.041
O 0.988 3.093 2.155 0.416 0.199 0.346
C 2.066 2.635 2.777 0.249 -0.014 0.119
C 2.678 3.253 3.863 -0.008 -0.015 -0.058
C 3.815 2.681 4.403 0.139 -0.023 0.136
C 4.344 1.500 3.903 0.230 -0.100 0.214
C 3.716 0.860 2.847 -0.076 0.105 0.042
C 2.595 1.437 2.297 -0.082 -0.021 -0.096
C 1.894 0.873 1.121 1.743 0.727 1.303
O 2.094 1.397 0.005 2.081 0.738 1.380
O 1.085 -0.086 1.282 1.512 -0.877 3.393
H 0.637 3.935 2.547 -0.508 -0.041 -0.150
H 2.254 4.168 4.250 0.009 0.115 0.069
H 4.306 3.166 5.236 0.038 0.068 0.088
H 5.241 1.075 4.329 0.072 0.005 0.104
H 4.101 -0.069 2.441 0.007 0.022 0.001
Se -4.242 3.654 0.841 -0.841 -0.977 -0.239
Sb -1.833 3.771 0.527 -1.270 2.870 0.384
Se -1.684 5.682 -0.957 0.323 0.161 -0.858
Se -1.373 5.035 2.564 0.827 0.007 1.073
Se -0.577 1.822 -0.038 -6.934 8.660 2.943
F -1.007 -3.727 -6.448 0.009 -0.020 0.054
C -0.475 -3.385 -5.245 0.009 -0.089 -0.031
C 0.029 -2.115 -5.071 -0.121 -0.265 -0.127
C 0.579 -1.794 -3.843 0.218 0.322 0.056
C 0.575 -2.694 -2.787 0.242 0.045 0.368
C 0.061 -3.966 -3.004 0.128 0.005 0.038
C -0.450 -4.327 -4.235 -0.065 -0.082 -0.354
Sb 1.586 -2.285 -0.889 0.128 -4.002 -1.036
C 3.235 -3.302 -1.635 0.325 0.314 0.166
C 4.006 -3.973 -0.723 0.790 -0.082 0.333
C 5.068 -4.753 -1.130 0.425 -0.182 -0.025
C 5.338 -4.834 -2.482 0.186 -0.194 -0.053
F 6.386 -5.605 -2.901 -0.242 0.186 0.108
C 4.580 -4.167 -3.420 0.282 -0.189 -0.087
C 3.518 -3.403 -2.973 0.056 0.167 -0.604
C 0.965 -4.288 -0.051 0.417 0.659 0.020
C 0.363 -4.461 1.192 -0.181 0.358 -0.247
C 0.406 -5.682 1.848 -0.010 -0.249 0.177
C 1.095 -6.721 1.256 -0.016 -0.090 0.053
F 1.168 -7.923 1.902 0.002 0.234 -0.100
C 1.713 -6.586 0.027 -0.052 -0.410 0.164
C 1.629 -5.367 -0.613 -0.333 -0.522 0.015
H 0.001 -1.398 -5.877 -0.007 0.059 -0.118
H 1.030 -0.815 -3.724 -0.150 -0.361 -0.045
H 0.047 -4.690 -2.201 -0.107 0.023 -0.117
H -0.840 -5.320 -4.407 -0.056 -0.058 -0.071
H 3.759 -3.910 0.327 0.099 -0.060 0.187
H 5.681 -5.287 -0.420 0.087 -0.091 0.024
H 4.813 -4.240 -4.472 0.062 -0.065 -0.065
H 2.909 -2.875 -3.693 0.020 0.013 -0.050
H -0.166 -3.627 1.653 0.131 -0.094 0.018
H -0.061 -5.825 2.814 -0.020 -0.043 0.020
H 2.264 -7.410 -0.403 -0.022 -0.142 -0.003
H 2.105 -5.240 -1.577 -0.104 -0.363 0.085
```
Positions in Å, forces in eV/Å.

* LUMO level: 3.60 eV
* strongest force on any atom: 11.48 eV Å⁻¹
* energy relative to the best compared isomer or geometry (same formula, charge and spin): 294.3 kcal/mol
* net charge: -2

---

No. 5
This record from the OMol25 dataset describes the molecule CH5N3O. The level of theory is ωB97M-V/def2-TZVPD.

XYZ file:
```
10
Properties=species:S:1:pos:R:3:forces:R:3
C 0.405 -0.948 -1.575 2.910 -0.582 0.374
O 1.236 -0.438 -0.365 -2.761 -0.327 -2.424
N 0.112 -0.073 0.335 -0.705 2.178 2.866
N 0.311 0.916 1.078 0.739 -1.516 -1.113
N -0.784 1.343 1.737 -0.547 -0.052 0.007
H 1.219 -1.281 -2.211 -0.112 -0.197 -0.370
H -0.186 -1.806 -1.257 -0.016 0.293 0.093
H -0.180 -0.203 -2.118 0.151 0.254 0.689
H -0.547 1.772 2.616 0.056 -0.022 -0.096
H -1.587 0.718 1.760 0.284 -0.028 -0.026
```
Positions in Å, forces in eV/Å.

* SMILES: CO/N=N/N
* LUMO level: 1.25 eV
* strongest force on any atom: 3.69 eV Å⁻¹
* energy relative to the best compared isomer or geometry (same formula, charge and spin): 78.9 kcal/mol

---

No. 6
This record from the OMol25 dataset describes the molecule C15H24O7S. The level of theory is ωB97M-V/def2-TZVPD.

XYZ file:
```
47
Properties=species:S:1:pos:R:3:forces:R:3
C 1.379 -4.243 5.095 0.201 0.680 0.163
C 1.258 -2.746 4.752 -2.815 -0.625 1.835
O 0.301 -2.096 5.166 2.042 -0.781 -1.081
O 2.232 -2.293 3.942 -0.361 0.490 -0.123
S 2.109 -0.633 3.634 0.489 0.669 -0.127
C 1.071 -0.613 2.162 0.404 -0.007 -1.487
O 1.726 -1.316 1.068 -1.319 -0.423 0.428
C 2.487 -0.526 0.170 -0.137 1.048 0.557
C 1.567 0.453 -0.649 1.357 0.267 0.584
C 1.145 -0.165 -1.974 -1.076 -0.647 -0.134
C 0.619 0.739 -3.118 0.056 0.161 0.667
C 1.761 1.642 -3.548 -0.402 0.640 -1.153
C 0.017 -0.072 -4.264 -0.821 0.497 0.141
C 0.415 0.947 0.257 -0.562 -0.311 0.305
O 0.139 2.329 -0.170 -0.976 -0.315 0.353
C -1.150 2.754 -0.062 -2.575 -0.340 0.379
C -1.553 4.054 -0.775 0.888 0.413 -0.022
O -2.060 2.149 0.500 2.056 0.261 -0.633
C 0.713 0.862 1.787 1.144 -1.194 -0.266
O -0.372 1.260 2.637 -0.088 -0.814 -1.584
C -0.182 2.274 3.445 2.979 3.041 1.708
C -1.387 3.024 3.926 -0.265 -0.226 0.506
O 0.937 2.695 3.770 -1.551 -1.194 -0.828
H 1.273 -4.784 4.151 0.079 -0.177 0.210
H 0.595 -4.539 5.826 0.488 0.407 -0.723
H 2.363 -4.449 5.537 -0.208 -0.016 -0.309
H 0.118 -1.075 2.382 -0.037 -0.692 -0.091
H 3.169 0.049 0.819 0.164 0.078 -0.511
H 3.103 -1.188 -0.482 -0.696 0.347 0.523
H 2.173 1.333 -0.894 0.093 0.001 0.297
H 0.336 -0.844 -1.705 -0.057 -0.477 -0.201
H 1.980 -0.782 -2.361 -0.356 0.323 0.091
H -0.189 1.390 -2.742 0.176 -0.271 0.093
H 1.591 2.096 -4.552 0.047 -0.376 0.578
H 1.864 2.484 -2.871 0.262 0.002 0.221
H 2.681 1.071 -3.596 0.340 0.030 -0.025
H 0.717 -0.727 -4.736 0.774 -0.260 -0.421
H -0.779 -0.743 -3.908 0.012 0.376 -0.009
H -0.407 0.624 -5.026 0.281 -0.594 0.463
H -0.446 0.284 0.100 -0.213 0.582 -0.233
H -1.230 4.048 -1.819 0.318 0.063 0.152
H -1.164 4.964 -0.275 0.128 -0.614 -0.292
H -2.638 4.171 -0.800 0.152 -0.472 0.329
H 1.637 1.384 1.955 0.048 1.153 0.460
H -1.120 4.059 4.222 0.141 -0.916 0.009
H -1.836 2.472 4.775 0.078 0.392 -0.418
H -2.091 3.096 3.122 -0.681 -0.178 -0.380
```
Positions in Å, forces in eV/Å.

* SMILES: CC(=O)OS[C@@H]1OC[C@@H](CC(C)C)[C@H](OC(C)=O)[C@H]1OC(C)=O
* LUMO level: 0.72 eV
* strongest force on any atom: 4.59 eV Å⁻¹

---

No. 7
This record from the OMol25 dataset describes the molecule C8H8N4O. The level of theory is ωB97M-V/def2-TZVPD.

XYZ file:
```
21
Properties=species:S:1:pos:R:3:forces:R:3
C 3.129 -1.377 0.360 1.082 -0.880 1.092
C 0.083 2.589 -0.072 -0.298 4.068 1.039
C 2.139 -0.413 0.081 -1.519 -0.394 -2.039
C -1.722 -0.496 0.373 -0.373 -1.626 -0.904
C 1.372 -0.705 -1.275 -0.181 1.181 0.792
C 0.563 0.582 -1.590 3.559 0.698 2.943
C 0.030 1.252 -0.320 1.404 -4.365 -0.946
C -2.779 -0.679 1.471 1.422 -2.597 -0.536
N 3.877 -2.155 0.748 0.225 -0.218 -0.265
N -0.115 3.675 0.311 0.600 -1.406 -0.742
N 1.919 0.497 0.899 -1.133 0.940 -0.720
N -0.957 0.659 0.459 -0.966 1.029 0.102
O -1.471 -1.441 -0.372 -0.093 1.583 0.446
H 2.078 -0.968 -2.061 0.172 0.340 -0.030
H 0.698 -1.539 -1.226 -0.206 -0.583 0.718
H 1.354 1.212 -2.009 -0.636 0.557 -0.070
H -0.175 0.421 -2.261 -2.439 -0.606 -2.186
H -3.616 -1.431 1.284 1.276 1.390 -0.230
H -2.042 -1.217 2.097 -0.628 -0.307 0.447
H -3.022 0.124 2.087 -0.787 1.715 0.506
H -1.341 1.410 1.013 -0.482 -0.516 0.581
```
Positions in Å, forces in eV/Å.

* LUMO level (alpha / beta): -1.28 / -1.33 eV
* strongest force on any atom: 4.68 eV Å⁻¹
* energy relative to the best compared isomer or geometry (same formula, charge and spin): 97.8 kcal/mol

---

No. 8
This record from the OMol25 dataset describes a cluster of 2 separate species, C6H10N2O in total. The level of theory is ωB97M-V/def2-TZVPD.

XYZ file:
```
19
Properties=species:S:1:pos:R:3:forces:R:3
H -1.793 -1.445 1.594 -0.128 -0.022 -0.134
N -2.310 -1.351 0.716 0.091 1.086 0.053
C -2.313 -0.112 0.367 0.796 -1.788 1.833
N -2.951 0.298 -0.763 -0.014 -0.290 -2.552
C -2.703 -0.398 -1.820 -0.360 0.599 0.461
H -1.828 0.661 0.988 -0.278 -0.061 -0.447
H -2.014 -1.262 -1.846 -0.165 0.502 0.280
H -3.191 -0.131 -2.770 0.064 -0.036 0.531
C 1.252 0.641 1.939 -0.095 -0.611 -0.176
C 1.171 -0.337 1.029 0.129 0.694 0.540
C 1.390 -0.098 -0.421 -0.778 -0.688 -0.933
C 2.592 0.703 -0.845 -0.039 -0.077 -0.539
O 0.620 -0.600 -1.233 0.793 0.501 0.699
H 1.478 1.669 1.674 0.091 -0.137 -0.012
H 1.055 0.433 2.987 -0.031 0.092 -0.133
H 0.882 -1.348 1.295 -0.032 0.055 0.022
H 3.498 0.246 -0.440 -0.092 0.224 0.151
H 2.503 1.740 -0.514 0.153 -0.074 0.153
H 2.662 0.691 -1.937 -0.106 0.032 0.204
```
Positions in Å, forces in eV/Å.

* SMILES: [H]/N=C/N=C.C=CC(C)=O
* LUMO level: 0.40 eV
* strongest force on any atom: 2.68 eV Å⁻¹
* energy relative to the best compared isomer or geometry (same formula, charge and spin): 56.3 kcal/mol